(1)
The following is a quantum chemistry calculation of C6H13O8PS as an isolated structure, from the Open Molecules 2025 dataset.

Last column: Löwdin charge in e.
Cartesian coordinates (Å):
C1 2.163236 -1.802894 0.962812  -0.035
C2 2.704675 -0.628974 0.154326  -0.410
O1 2.780368 -0.956909 -1.222894  -0.024
C3 1.945909 0.692658 0.439076  -0.062
C4 0.839029 0.974391 -0.533383  -0.301
O2 0.295131 2.324260 -0.487000  -0.146
S1 -0.769068 2.356925 -1.677883  0.610
O3 -0.109884 2.599883 -2.909207  -0.204
O4 -1.875770 3.141324 -1.270359  -0.207
O5 -1.160398 0.796446 -1.623013  -0.169
C5 -0.443688 0.160200 -0.524109  -0.298
C6 -1.301666 0.311378 0.730356  -0.138
P1 -2.764169 -0.731984 0.568266  0.416
O6 -2.445553 -2.015084 -0.084044  -0.269
O7 -3.865583 0.140428 -0.174298  -0.096
O8 -3.357579 -0.877309 2.042436  -0.108
H1 2.064447 -1.552251 2.018226  0.084
H2 1.182079 -2.104918 0.578752  0.078
H3 2.821731 -2.661824 0.839090  0.086
H4 3.742023 -0.458801 0.443896  0.143
H5 1.931084 -1.295966 -1.528493  0.091
H6 1.581045 0.668189 1.469617  0.122
H7 2.648311 1.526523 0.389558  0.135
H8 1.239789 0.872257 -1.547452  0.150
H9 -0.306846 -0.900801 -0.724907  0.138
H10 -0.760606 0.011389 1.629952  0.112
H11 -1.611150 1.349220 0.863582  0.112
H12 -3.886565 -0.125724 -1.105822  0.100
H13 -3.280332 -1.812032 2.282917  0.092

Cartesian forces, eV/Å:
C -0.110 -0.012 -0.387
C -0.103 -0.099 0.228
O 0.041 0.155 -0.110
C -0.026 0.346 0.441
C 0.104 -0.397 -0.673
O 0.089 -0.054 -0.015
S -0.129 0.112 0.048
O -0.031 -0.023 -0.083
O 0.014 0.037 0.056
O 0.048 -0.136 0.048
C -0.161 0.327 0.518
C -0.080 0.098 0.121
P 0.117 -0.363 -0.146
O -0.010 0.108 0.100
O 0.090 -0.150 0.020
O 0.124 -0.005 -0.157
H 0.052 -0.057 0.020
H -0.044 0.049 0.133
H 0.022 0.011 0.118
H -0.011 -0.011 0.019
H 0.058 -0.082 0.055
H -0.046 0.042 -0.031
H -0.047 0.018 -0.129
H 0.228 -0.127 0.114
H -0.033 0.085 -0.457
H 0.051 -0.133 -0.071
H 0.054 0.000 0.038
H -0.112 0.181 0.042
H -0.149 0.078 0.141

The calculation puts the largest force on an atom at 0.8 eV Å⁻¹. The HOMO-LUMO gap comes out at 0.4218 Eh.

***

(2)
The following is a quantum chemistry calculation of a 2-piece molecular cluster, C6H13P overall, from the Open Molecules 2025 dataset.

Last column: Löwdin charge in e.
Cartesian coordinates (Å):
C1 1.864515 -0.153463 -3.317051  -0.496
C2 1.063732 -0.279075 0.893045  -0.105
C3 -0.344817 1.325025 -0.296934  -0.059
C4 -1.192924 0.268469 1.884510  -0.049
C5 -0.930149 -1.105360 -0.283278  -0.071
C6 -0.388848 0.018919 0.551381  -0.660
P1 3.039607 -0.681649 -2.471442  0.648
H1 0.916477 0.011847 -3.681246  -0.074
H2 -0.478562 -1.269512 -1.174379  0.032
H3 1.132698 -1.362514 1.373367  0.117
H4 1.457862 0.430852 1.760872  0.129
H5 1.671845 -0.308531 0.081499  -0.041
H6 -0.858154 1.173503 -1.209194  0.044
H7 0.725658 1.654481 -0.539427  0.095
H8 -0.884209 2.182611 0.217253  0.092
H9 -0.817266 1.129262 2.239641  0.015
H10 -2.183630 0.529669 1.552318  0.068
H11 -1.122039 -0.652072 2.644473  0.136
H12 -2.024330 -0.930210 -0.460529  0.113
H13 -0.647465 -1.982252 0.235122  0.066

Cartesian forces, eV/Å:
C -2.751 2.103 -3.129
C -1.024 -1.490 5.727
C 0.603 1.429 1.338
C -0.207 -4.515 -1.730
C -2.387 0.890 2.245
C 1.043 1.299 0.359
P 4.596 -2.231 3.498
H -1.842 0.128 -0.392
H 1.580 0.265 -3.119
H -0.097 2.005 -0.797
H -0.608 -1.239 -2.069
H 1.939 0.249 -2.384
H -0.501 -0.069 -1.133
H -1.547 -0.397 0.391
H 0.789 -0.848 -0.523
H 1.544 2.813 1.979
H -0.841 -0.436 0.344
H -0.352 2.166 -1.711
H 0.826 -0.699 0.259
H -0.762 -1.424 0.848

Its spin multiplicity is 3. The calculation puts the largest force on an atom at 6.2 eV Å⁻¹. The HOMO-LUMO gap (alpha / beta) comes out at 0.2496 / 0.2710 Eh. The energy above the lowest of the compared OMol25 structures with the same formula, charge and spin is 172.47 kJ/mol.

***

(3)
The following is a quantum chemistry calculation of a 2-piece molecular cluster, C6H13S overall, from the Open Molecules 2025 dataset.

Last column: Löwdin charge in e.
Cartesian coordinates (Å):
C1 0.094206 1.155150 2.001522  -0.142
C2 0.182540 -0.306020 2.368321  -0.455
C3 0.207802 -0.717569 3.652820  -0.020
C4 0.256967 -1.251352 1.213712  -0.155
H1 0.924882 1.369209 1.274473  0.034
H2 0.106960 1.825047 2.885141  0.063
H3 -0.832657 1.350560 1.396058  0.064
H4 0.268998 -1.801551 3.882532  0.045
H5 0.116255 0.025744 4.476976  0.046
H6 0.438925 -2.269509 1.541828  0.051
H7 1.093296 -0.930561 0.502529  0.032
H8 -0.675017 -1.201153 0.614342  0.068
C5 0.065108 0.257064 -3.950674  -0.265
C6 -0.716138 0.401154 -2.641226  -0.829
S1 0.376500 0.814002 -1.268570  0.284
H9 0.864925 -0.496208 -3.849554  0.050
H10 0.545808 1.210569 -4.167748  0.041
H11 -0.571150 -0.022045 -4.755059  0.025
H12 -1.256087 -0.575611 -2.441746  0.042
H13 -1.492120 1.163073 -2.735674  0.018

Cartesian forces, eV/Å:
C -0.138 0.174 -0.714
C -0.076 0.138 0.989
C -0.169 0.131 -0.288
C 0.739 0.331 -0.904
H -0.756 0.124 0.810
H 0.134 -0.388 -0.425
H 0.863 -0.184 0.519
H -0.029 0.858 0.017
H 0.167 -0.764 -0.588
H -0.053 -0.263 0.173
H -1.286 -0.465 0.849
H 0.622 0.002 0.218
C 0.557 0.147 0.936
C -0.082 -1.143 0.006
S 0.045 0.414 -0.176
H -0.311 0.252 0.071
H 0.067 0.031 -0.121
H -0.684 -0.280 -1.032
H 0.438 0.837 -0.161
H -0.048 0.048 -0.181

Its total charge is -1. The calculation puts the largest force on an atom at 1.6 eV Å⁻¹. The HOMO-LUMO gap comes out at 0.2266 Eh. The energy above the lowest of the compared OMol25 structures with the same formula, charge and spin is 31.22 kJ/mol.